{
  "formula": "C6H6O",
  "method": "ωB97M-V with the def2-TZVPD basis set",
  "multiplicity": 1,
  "molar_mass_g_mol": 94.11,
  "e_lumo_ev": 0.9,
  "de_lowest_kcal_mol": 86.9,
  "species": ["H", "H", "O", "C", "H", "C", "C", "C", "C", "C", "H", "H", "H"],
  "coordinates": [[0.813, 0.897, 1.268], [-1.089, -3.146, 1.351], [-0.101, 1.211, 1.356], [1.117, 0.344, -1.017], [-0.862, 0.010, -1.701], [-0.314, 0.655, -1.004], [2.293, 0.108, -0.893], [-0.961, -0.949, 0.786], [-1.029, -2.115, 1.082], [-0.867, 0.481, 0.429], [-0.467, 1.695, -1.311], [-1.869, 0.920, 0.467], [3.335, -0.110, -0.812]],
  "nbo_charge": [0.479, 0.240, -0.689, -0.002, 0.246, -0.495, -0.255, -0.038, -0.227, 0.039, 0.244, 0.213, 0.244]
}

***

{
  "formula": "C6H6O",
  "method": "ωB97M-V with the def2-TZVPD basis set",
  "multiplicity": 1,
  "molar_mass_g_mol": 94.11,
  "e_lumo_ev": 0.2,
  "de_lowest_kcal_mol": 98.4,
  "species": ["C", "C", "H", "C", "C", "H", "H", "H", "C", "H", "O", "H", "C"],
  "coordinates": [[0.562, -1.606, 0.909], [-0.567, 0.230, -0.600], [-1.975, -0.012, -2.146], [0.870, 1.718, -0.160], [0.517, -0.413, 0.312], [-1.938, -1.362, -0.902], [0.962, -1.722, 1.913], [1.339, 2.687, -0.212], [-1.605, -0.373, -1.193], [0.198, -2.502, 0.415], [0.011, 1.384, -1.181], [0.975, 1.087, 1.929], [0.649, 0.883, 0.914]],
  "nbo_charge": [-0.392, 0.271, 0.217, 0.187, -0.083, 0.214, 0.201, 0.202, -0.415, 0.201, -0.481, 0.217, -0.338]
}

***

{
  "formula": "C6H6O",
  "method": "ωB97M-V with the def2-TZVPD basis set",
  "multiplicity": 1,
  "molar_mass_g_mol": 94.11,
  "e_lumo_ev": 0.8,
  "de_lowest_kcal_mol": 27.9,
  "species": ["H", "C", "C", "H", "C", "O", "C", "H", "H", "H", "H", "C", "C"],
  "coordinates": [[1.390, 2.137, 1.438], [-0.243, 0.558, -1.109], [0.060, -0.981, 0.835], [0.676, 2.610, -0.877], [0.862, 0.009, 1.428], [-1.432, -1.532, -0.975], [0.970, 1.355, 0.816], [-1.172, -2.327, -0.274], [-0.050, -1.917, 1.307], [1.576, -0.208, 2.154], [-0.660, 0.743, -2.078], [-0.510, -0.692, -0.441], [0.478, 1.622, -0.508]],
  "nbo_charge": [0.209, -0.275, -0.323, 0.224, -0.180, -0.637, -0.238, 0.476, 0.206, 0.210, 0.221, 0.302, -0.195]
}

***

{
  "formula": "C6H6O",
  "method": "ωB97M-V with the def2-TZVPD basis set",
  "multiplicity": 1,
  "molar_mass_g_mol": 94.11,
  "e_lumo_ev": 0.9,
  "de_lowest_kcal_mol": 104.9,
  "species": ["O", "C", "H", "H", "C", "C", "C", "H", "H", "C", "H", "C", "H"],
  "coordinates": [[1.701, 0.594, 1.755], [-1.120, -1.665, -2.179], [-1.241, -2.481, -2.847], [-1.194, 0.630, 1.671], [-0.706, 0.045, 0.890], [-0.983, 0.391, -0.544], [-1.050, -0.714, -1.456], [-1.605, 1.256, -0.693], [-0.635, -1.009, 1.182], [0.333, 0.681, 0.018], [2.456, 0.013, 1.819], [1.564, 0.929, 0.421], [2.480, 1.330, -0.037]],
  "nbo_charge": [-0.702, -0.227, 0.234, 0.220, -0.395, -0.310, -0.004, 0.252, 0.224, -0.072, 0.471, 0.121, 0.189]
}

***

{
  "formula": "C6H6O",
  "method": "ωB97M-V with the def2-TZVPD basis set",
  "multiplicity": 1,
  "molar_mass_g_mol": 94.11,
  "e_lumo_ev": 0.2,
  "de_lowest_kcal_mol": 124.2,
  "species": ["H", "H", "H", "H", "O", "H", "C", "C", "C", "C", "C", "H", "C"],
  "coordinates": [[-0.047, 1.342, -1.397], [-1.413, -0.406, -0.881], [-1.621, 0.212, 1.601], [0.856, -0.177, -1.486], [-1.361, 0.734, 0.834], [3.068, 2.083, 1.334], [0.422, 0.557, -0.795], [-0.724, -0.120, -0.073], [2.311, 1.634, 0.733], [1.454, 1.127, 0.060], [-0.429, -1.478, 0.492], [-1.641, -3.103, -0.487], [-0.986, -2.451, 0.034]],
  "nbo_charge": [0.243, 0.159, 0.484, 0.242, -0.701, 0.235, -0.495, 0.093, -0.228, -0.010, -0.121, 0.232, -0.132]
}

***

{
  "formula": "C6H6O",
  "method": "ωB97M-V with the def2-TZVPD basis set",
  "multiplicity": 1,
  "molar_mass_g_mol": 94.11,
  "e_lumo_ev": 0.8,
  "de_lowest_kcal_mol": 103.7,
  "species": ["H", "H", "H", "H", "C", "C", "C", "H", "O", "C", "C", "H", "C"],
  "coordinates": [[0.131, -0.226, 2.401], [0.317, -1.871, 0.785], [1.635, 3.083, 0.964], [-1.379, -1.525, 0.416], [0.772, 1.148, 0.221], [-0.079, -0.713, -2.741], [1.098, 2.248, 0.592], [-0.991, 0.759, 0.085], [-0.704, -0.571, 2.057], [-0.160, 0.094, -0.187], [-0.091, -0.323, -1.600], [-0.106, -1.024, -3.767], [-0.444, -1.079, 0.774]],
  "nbo_charge": [0.472, 0.172, 0.237, 0.192, -0.004, -0.209, -0.228, 0.287, -0.706, -0.414, -0.010, 0.241, -0.032]
}

***

{
  "formula": "C6H6O2",
  "method": "ωB97M-V with the def2-TZVPD basis set",
  "multiplicity": 1,
  "molar_mass_g_mol": 110.11,
  "e_lumo_ev": 0.8,
  "de_lowest_kcal_mol": 85.6,
  "species": ["O", "C", "H", "H", "C", "H", "O", "H", "C", "C", "C", "H", "H", "C"],
  "coordinates": [[1.051, -1.196, -0.047], [-0.223, -0.907, 0.605], [-0.594, 2.334, -0.109], [-1.303, 0.924, 1.871], [-1.088, -0.127, -0.374], [2.700, -0.272, -0.849], [-2.162, -0.273, -0.882], [-0.719, -1.822, 1.107], [1.855, -0.178, -0.443], [1.146, 0.974, -0.455], [-0.323, 0.461, 1.379], [0.649, 0.448, 1.956], [1.739, 1.866, -0.887], [-0.297, 1.155, 0.013]],
  "nbo_charge": [-0.496, 0.006, 0.245, 0.262, 0.580, 0.187, -0.504, 0.230, 0.129, -0.275, -0.454, 0.240, 0.215, -0.363]
}

***

{
  "formula": "C6H6O2",
  "method": "ωB97M-V with the def2-TZVPD basis set",
  "multiplicity": 1,
  "molar_mass_g_mol": 110.11,
  "e_lumo_ev": 0.7,
  "de_lowest_kcal_mol": 144.5,
  "species": ["H", "C", "H", "H", "C", "O", "C", "C", "H", "C", "H", "C", "H", "O"],
  "coordinates": [[0.152, 0.878, 1.507], [-1.215, -1.206, -0.065], [-2.847, -0.213, 0.190], [-0.632, 0.740, -1.622], [1.006, -0.271, -0.412], [-0.184, 2.119, -0.171], [-1.719, 0.063, 0.236], [2.219, -0.215, 0.244], [2.750, 0.660, 0.028], [0.127, 0.892, -0.878], [2.612, -1.055, 0.991], [-0.589, 0.987, 0.555], [-1.768, -2.076, -0.304], [0.087, -1.302, -0.299]],
  "nbo_charge": [0.234, 0.165, 0.252, 0.207, 0.294, -0.440, -0.400, -0.495, 0.218, -0.016, 0.229, 0.068, 0.202, -0.516]
}

***

{
  "formula": "C6H6O2",
  "method": "ωB97M-V with the def2-TZVPD basis set",
  "multiplicity": 1,
  "molar_mass_g_mol": 110.11,
  "e_lumo_ev": -1.0,
  "de_lowest_kcal_mol": 178.9,
  "species": ["H", "H", "C", "C", "O", "H", "O", "C", "H", "H", "C", "H", "C", "C"],
  "coordinates": [[1.148, 1.084, -0.878], [-2.759, 0.490, -0.903], [1.665, -0.488, 0.735], [-0.394, -0.051, -0.274], [-1.430, -1.835, 1.090], [-1.183, 2.134, 0.178], [-1.021, 1.407, -2.199], [-1.546, 1.022, -0.851], [1.300, -2.192, 2.351], [2.761, -0.273, 0.924], [0.922, -1.459, 1.389], [0.228, 0.861, -2.350], [0.820, 0.455, -0.059], [-0.512, -1.155, 0.847]],
  "nbo_charge": [0.205, 0.254, -0.198, -0.102, -0.468, 0.176, -0.725, -0.081, 0.264, 0.224, -0.302, 0.450, -0.227, 0.530]
}

***

{
  "formula": "C6H6O3S",
  "method": "ωB97M-V with the def2-TZVPD basis set",
  "multiplicity": 1,
  "molar_mass_g_mol": 158.18,
  "e_lumo_ev": -0.7,
  "de_lowest_kcal_mol": 38.0,
  "species": ["H", "H", "H", "C", "C", "O", "H", "C", "S", "C", "C", "C", "H", "H", "O", "O"],
  "coordinates": [[-1.704, 1.686, 0.426], [-0.699, -2.290, -0.901], [0.470, 1.846, 1.380], [0.690, -1.312, 0.274], [-1.239, 0.735, 0.460], [2.152, -0.051, 1.678], [-0.201, 0.571, 2.381], [-0.058, 0.857, 1.326], [1.061, 0.355, -2.028], [-1.467, -0.337, -0.337], [-0.446, -1.317, -0.453], [1.082, -0.200, 1.138], [-2.247, -0.250, -1.110], [1.563, -1.901, -0.082], [1.025, 1.479, -1.199], [0.019, 0.130, -2.953]],
  "nbo_charge": [0.217, 0.237, 0.270, -0.316, -0.072, -0.541, 0.273, -0.588, 1.702, -0.297, -0.171, 0.548, 0.239, 0.230, -0.867, -0.865]
}

***

{
  "formula": "C6H6S5",
  "method": "ωB97M-V with the def2-TZVPD basis set",
  "multiplicity": 1,
  "molar_mass_g_mol": 238.45,
  "e_lumo_ev": [-0.8, -0.8],
  "de_lowest_kcal_mol": 0.0,
  "species": ["H", "S", "C", "S", "C", "H", "H", "C", "C", "S", "S", "H", "S", "C", "C", "H", "H"],
  "coordinates": [[-1.217, -0.962, -1.564], [4.173, 0.018, -0.641], [2.826, 1.036, -0.185], [2.782, 2.631, -0.550], [-1.050, -0.093, 0.311], [-1.810, -0.283, 2.335], [-0.658, 0.788, -1.652], [1.603, 0.358, 0.187], [1.536, -1.050, 0.174], [3.109, -1.743, -0.351], [-0.148, -1.673, 0.519], [-2.606, -1.132, 0.925], [0.247, 1.191, 0.920], [-2.191, -0.229, 1.198], [-1.379, 0.090, -1.148], [-2.757, 0.670, 0.844], [-2.459, 0.383, -1.323]],
  "nbo_charge": [0.234, 0.299, -0.343, -0.038, -0.178, 0.246, 0.253, -0.350, -0.269, 0.214, 0.300, 0.219, 0.298, -0.660, -0.684, 0.233, 0.226]
}

***

{
  "formula": "C6H74NO31",
  "method": "ωB97M-V with the def2-TZVPD basis set",
  "multiplicity": 1,
  "molar_mass_g_mol": 656.63,
  "e_lumo_ev": -3.3,
  "de_lowest_kcal_mol": 0.0,
  "total_charge": 1,
  "species": ["C", "H", "O", "H", "O", "O", "H", "H", "O", "H", "H", "H", "C", "O", "O", "H", "H", "O", "H", "H", "O", "O", "O", "C", "H", "H", "H", "H", "H", "H", "H", "H", "H", "H", "H", "H", "H", "H", "O", "H", "N", "H", "H", "O", "O", "H", "C", "H", "O", "H", "O", "H", "O", "O", "H", "H", "H", "H", "H", "H", "H", "H", "H", "H", "H", "H", "H", "O", "O", "H", "O", "H", "H", "H", "O", "O", "O", "H", "H", "H", "H", "H", "C", "H", "O", "H", "H", "H", "O", "O", "H", "H", "H", "H", "H", "H", "H", "H", "H", "H", "H", "H", "H", "O", "O", "H", "C", "O", "H", "H", "O", "O"],
  "coordinates": [[34.633, -21.700, -2.276], [35.656, -21.402, -2.096], [27.040, -23.841, -10.291], [26.383, -23.266, -6.052], [35.545, -22.924, 1.181], [37.288, -23.263, -3.520], [25.109, -24.061, -5.680], [30.098, -25.024, -10.659], [27.041, -27.297, -3.901], [27.957, -26.457, -8.349], [32.528, -22.928, -5.499], [24.968, -27.801, -8.733], [32.600, -23.595, -4.562], [29.329, -25.943, -6.968], [36.453, -20.700, -4.602], [26.879, -26.576, -3.363], [37.671, -21.529, 0.642], [28.145, -27.649, -11.079], [38.247, -20.378, -2.845], [34.225, -21.910, -1.402], [29.564, -22.098, -4.395], [33.886, -26.249, -2.636], [30.943, -19.814, -4.247], [27.977, -25.847, -7.493], [35.239, -23.731, 0.698], [28.779, -24.343, -5.888], [34.729, -25.307, -1.268], [30.494, -21.608, -0.541], [27.393, -21.304, -6.997], [26.399, -24.087, -9.662], [31.798, -20.114, -4.426], [36.621, -23.522, -2.927], [33.525, -19.177, -0.710], [37.248, -21.435, -0.949], [32.202, -26.961, -9.062], [33.381, -21.455, -8.473], [30.061, -21.390, -3.870], [25.409, -27.581, -7.170], [33.585, -18.496, -1.294], [27.301, -26.125, -6.712], [31.207, -24.247, -4.498], [32.176, -22.077, -3.002], [34.248, -19.342, -5.249], [33.738, -26.067, -6.861], [27.570, -21.575, -5.989], [31.106, -26.160, -5.031], [33.009, -23.039, -3.159], [27.446, -29.360, -6.334], [29.615, -28.767, -7.325], [27.795, -24.916, -7.833], [29.696, -27.462, -3.009], [29.015, -28.097, -7.084], [25.941, -24.091, -5.834], [32.770, -21.130, -7.665], [28.417, -21.789, -5.856], [30.790, -19.423, -5.202], [34.304, -20.739, -2.750], [31.150, -28.937, -6.292], [33.336, -26.835, -6.523], [31.048, -24.823, -3.529], [25.346, -24.410, -7.715], [31.288, -25.679, -1.509], [28.297, -27.874, -11.970], [32.605, -29.482, -6.216], [32.496, -20.176, -7.968], [33.377, -26.088, -8.441], [28.736, -26.934, -10.865], [30.176, -21.516, -1.517], [26.619, -28.798, -6.375], [35.360, -25.822, -0.039], [24.763, -27.373, -7.867], [33.482, -20.255, -5.938], [29.212, -29.472, -7.859], [27.602, -24.590, -10.286], [34.379, -22.591, -3.262], [25.021, -24.568, -8.495], [33.676, -20.105, -5.017], [28.910, -25.854, -4.990], [37.158, -22.554, -4.164], [27.961, -27.516, -3.590], [32.589, -18.489, -1.631], [34.375, -26.538, -3.369], [30.851, -25.257, -5.561], [32.855, -23.630, -2.456], [30.732, -22.565, -7.335], [31.530, -22.051, -7.636], [30.094, -26.791, -2.499], [35.474, -20.602, -4.462], [35.423, -25.062, -0.526], [32.933, -26.127, -9.309], [34.758, -25.987, -6.659], [30.544, -23.584, -4.565], [36.820, -19.798, -4.275], [28.604, -22.051, -3.993], [30.467, -28.067, -3.285], [31.434, -25.099, -6.530], [33.168, -24.530, -4.658], [30.182, -22.406, -8.126], [30.557, -20.799, -1.880], [24.760, -25.530, -8.382], [36.133, -22.486, 0.673], [29.958, -25.621, -9.293], [37.381, -19.333, -2.024], [37.083, -21.800, -0.044], [32.138, -28.737, -6.048], [29.965, -25.033, -1.344], [29.453, -25.255, -5.813], [37.507, -20.243, -2.271], [26.596, -28.229, -5.648], [33.317, -27.081, -2.590], [29.497, -25.370, -10.064], [30.728, -25.123, -2.023]],
  "lowdin_charge": [-0.145, 0.060, -0.035, 0.027, -0.072, -0.038, -0.049, 0.041, -0.034, 0.083, 0.151, 0.087, -0.029, -0.179, -0.106, 0.003, 0.073, -0.038, 0.066, 0.056, -0.129, -0.027, -0.059, -0.040, 0.000, 0.145, 0.068, 0.122, 0.155, -0.051, -0.049, -0.016, -0.044, 0.043, 0.150, 0.176, 0.033, 0.005, -0.054, 0.075, 0.050, 0.175, 0.097, -0.067, -0.054, 0.112, -0.136, 0.081, -0.025, 0.047, -0.044, -0.013, 0.040, -0.112, -0.104, 0.140, 0.089, 0.065, -0.011, 0.149, -0.111, 0.059, 0.012, -0.026, 0.142, -0.068, -0.027, -0.040, -0.041, -0.005, -0.065, 0.011, 0.089, -0.035, -0.156, -0.003, -0.045, 0.140, 0.010, 0.026, 0.109, 0.033, -0.126, 0.013, -0.081, -0.037, -0.039, 0.008, -0.046, -0.168, 0.155, 0.022, 0.094, 0.139, 0.115, 0.154, 0.102, 0.059, -0.068, 0.061, -0.190, 0.019, 0.077, -0.017, -0.058, 0.168, -0.292, -0.035, -0.033, 0.105, 0.012, -0.031]
}

***

Copy entry 6 word for word.
{
  "formula": "C6H6O",
  "method": "ωB97M-V with the def2-TZVPD basis set",
  "multiplicity": 1,
  "molar_mass_g_mol": 94.11,
  "e_lumo_ev": 0.8,
  "de_lowest_kcal_mol": 103.7,
  "species": ["H", "H", "H", "H", "C", "C", "C", "H", "O", "C", "C", "H", "C"],
  "coordinates": [[0.131, -0.226, 2.401], [0.317, -1.871, 0.785], [1.635, 3.083, 0.964], [-1.379, -1.525, 0.416], [0.772, 1.148, 0.221], [-0.079, -0.713, -2.741], [1.098, 2.248, 0.592], [-0.991, 0.759, 0.085], [-0.704, -0.571, 2.057], [-0.160, 0.094, -0.187], [-0.091, -0.323, -1.600], [-0.106, -1.024, -3.767], [-0.444, -1.079, 0.774]],
  "nbo_charge": [0.472, 0.172, 0.237, 0.192, -0.004, -0.209, -0.228, 0.287, -0.706, -0.414, -0.010, 0.241, -0.032]
}